No. 1
Computed, not measured: C8H13NO8P2SW as an isolated structure, with the ωB97M-V functional and the def2-TZVPD basis.

The HOMO energy (alpha / beta) comes out at -0.091 / -0.087 hartree. As for the charge: -1. The value obtained for the LUMO energy (alpha / beta) is 2.693 / 2.673 eV. For the HOMO-LUMO gap (alpha / beta), the calculation gives 5.2 / 5.0 eV. As for the expectation value of S²: 1.03. The spin multiplicity is 2.

Cartesian coordinates (Å):
W  -0.062636  0.052274  0.623577
O  1.772464  0.876897  0.945299
N  1.895711  2.199571  1.204182
C  3.094920  2.739434  0.919975
C  3.357727  4.052795  1.182475
C  2.346990  4.827637  1.773093
C  1.136522  4.254539  2.051381
C  0.865220  2.905617  1.735823
S  -0.621355  2.102476  2.001364
H  3.795186  2.046860  0.478621
H  4.324455  4.464062  0.933080
H  2.519800  5.871981  1.999897
H  0.334887  4.820584  2.504962
C  -3.643398  1.528187  -2.975463
C  -2.636861  1.249067  -1.871548
O  -3.241135  1.604639  -0.618499
P  -1.164368  2.316249  -1.980799
O  -1.719379  3.792725  -1.748070
O  -0.739592  2.436327  -3.509432
O  -0.073804  1.901124  -1.066647
P  -2.093183  -0.526983  -1.866164
O  -0.726228  -0.415496  -2.750057
O  -3.069081  -1.430250  -2.491364
O  -1.661126  -0.737830  -0.414984
H  -3.915435  2.585024  -2.991889
H  -4.528526  0.922578  -2.787949
H  -3.237876  1.247155  -3.946733
H  -2.789292  1.104286  0.084000
H  -2.124227  3.833134  -0.867896
H  -0.269241  1.620132  -3.744516
H  0.020148  -0.670957  -2.162958
C  0.654877  -1.715184  0.920943
H  1.658373  -1.946298  1.293987
H  0.054264  -2.631553  0.840911

Cartesian forces, eV/Å:
0.214 -0.346 0.285
0.133 0.348 -0.269
-0.035 -0.187 0.095
0.108 0.071 -0.007
-0.011 0.020 0.007
0.026 -0.015 -0.014
-0.044 -0.030 0.004
-0.128 0.001 0.028
0.115 0.062 -0.030
-0.025 -0.027 0.006
-0.001 -0.001 0.000
0.001 -0.005 -0.001
-0.003 -0.008 -0.002
0.047 0.005 0.021
-0.058 0.022 -0.014
-0.006 -0.028 -0.026
0.021 -0.088 0.097
0.055 -0.020 -0.017
0.126 0.020 0.038
-0.240 0.214 -0.063
0.064 -0.118 -0.136
0.021 -0.243 0.124
-0.093 0.176 0.100
-0.123 0.021 -0.272
0.000 -0.005 0.006
0.006 -0.009 -0.001
0.000 0.016 0.000
0.009 -0.009 -0.004
-0.004 -0.011 -0.007
-0.071 -0.015 -0.024
0.004 0.173 -0.019
-0.069 -0.078 0.096
-0.010 0.051 0.043
-0.028 0.047 -0.046

---

No. 2
Computed, not measured: a 2-piece molecular cluster, C5H6O2Si overall in a non-equilibrium geometry, with the ωB97M-V functional and the def2-TZVPD basis.

The HOMO energy comes out at -0.375 hartree. As for the SMILES: C#C[SiH3].C#CC1OO1. The value obtained for the LUMO energy is 0.774 eV. For the HOMO-LUMO gap, the calculation gives 11.0 eV. The spin multiplicity is 1.

Cartesian coordinates (Å):
C  -2.087858  0.903854  1.223638
C  -1.216551  1.545786  0.630978
Si  0.231676  2.218693  -0.397714
H  -2.991271  0.530238  1.557700
H  -0.263397  3.360813  -1.306277
H  0.741549  1.009832  -1.184640
H  1.166823  2.829942  0.594639
C  2.326559  -1.903655  -0.631030
C  1.248067  -1.747111  -0.160890
C  -0.104120  -1.528606  0.192543
O  -1.065122  -2.051425  -0.590850
O  -0.836705  -2.576558  0.679367
H  3.208976  -1.952329  -1.239746
H  -0.358627  -0.639475  0.632282

Cartesian forces, eV/Å:
2.650 2.566 -2.162
-0.967 -1.135 0.665
-0.990 0.098 0.146
-1.058 -0.778 0.769
0.309 -0.963 0.551
-0.127 0.900 0.484
0.003 -0.351 -0.407
1.157 0.123 -1.005
0.239 -0.183 -0.196
0.857 -0.673 0.447
-1.599 0.248 -3.364
-0.135 -1.896 2.611
-0.073 -0.149 0.525
-0.268 2.194 0.937

---

Here are the calculated DFT total energy numbers, same order: -2117.48288, -633.78305 (a.u.).